Entry 1:
Here is a structure of composition C57H72BiFN9O12Se at a distorted geometry from the Open Molecules 2025 dataset. Energies are from the ωB97M-V functional and the def2-TZVPD basis.

## Properties
- Lowest unoccupied orbital energy (spin up / spin down): 0.19 / 0.19 eV
- Energy relative to the best compared isomer or geometry (same formula, charge and spin): 0.690 eV
- E: -6326.78291 Ha
- Molecular weight: 1382.19 g/mol
- Frontier orbital gap (spin up / spin down): 5.26 / 5.25 eV

```
! wB97M-V def2-TZVPD RIJCOSX def2/J DEFGRID3
* xyz -1 1
Bi 0.32507 -0.32074 -0.13327
C 2.90892 -2.93320 6.35095
C 4.07547 -2.92521 5.34977
C 4.43744 -4.36737 4.96741
C 5.29074 -2.29398 6.03270
C 3.63419 -2.15328 4.10856
C 2.56228 -2.60676 3.36004
C 2.08402 -1.86511 2.29211
Se 0.57867 -2.61393 1.31531
C -0.72581 -2.14337 2.66878
C -1.01267 -3.05622 3.66931
C -1.86068 -2.70100 4.70339
C -2.48841 -1.45842 4.60015
C -2.26995 -0.54019 3.58476
C -1.25122 -0.83103 2.62653
O -0.78186 0.05407 1.79777
C -3.10293 0.75448 3.60032
C -4.58455 0.39623 3.81765
C -3.04053 1.55606 2.29542
C -2.60964 1.64137 4.75339
C -2.13351 -3.59836 5.90726
C -1.82973 -2.82025 7.19687
C -3.60547 -4.03531 5.89391
C -1.25269 -4.84989 5.90498
C 2.62707 -0.62825 1.91568
O 2.10158 0.13699 0.98271
C 3.80299 -0.21947 2.60537
C 4.24823 -0.97693 3.67750
C 4.54485 1.04636 2.16080
C 4.90643 0.91958 0.67023
C 5.84833 1.25778 2.93612
C 3.63793 2.26749 2.38877
H 3.18062 -3.47756 7.25960
H 2.64530 -1.91013 6.62408
H 2.02740 -3.40381 5.91476
H 4.76168 -4.92084 5.85235
H 3.58650 -4.88820 4.52913
H 5.24898 -4.37094 4.23820
H 5.55747 -2.87981 6.91457
H 6.15143 -2.27937 5.36206
H 5.07558 -1.27466 6.35632
H 2.05957 -3.53921 3.59017
H -0.53796 -4.02781 3.62115
H -3.20476 -1.18733 5.36619
H -4.91345 -0.29713 3.04217
H -4.76947 -0.05895 4.79101
H -5.19328 1.30124 3.75594
H -3.36231 0.93268 1.46127
H -3.71047 2.41861 2.36962
H -2.03641 1.90843 2.08252
H -2.66880 1.11021 5.70537
H -1.57081 1.92709 4.58193
H -3.21668 2.54794 4.82419
H -2.46865 -1.94329 7.29910
H -1.98262 -3.45660 8.07239
H -0.79177 -2.48315 7.18996
H -4.27122 -3.17233 5.92450
H -3.81968 -4.59368 4.98144
H -3.82820 -4.67289 6.75382
H -0.19567 -4.57856 5.91220
H -1.45844 -5.44176 6.79902
H -1.44868 -5.47540 5.03303
H 5.12203 -0.63151 4.20852
H 5.52994 0.03769 0.50804
H 4.00884 0.81954 0.06739
H 5.45433 1.80580 0.33872
H 6.51954 0.40433 2.82037
H 6.35598 2.14133 2.54508
H 5.66293 1.42106 3.99967
H 2.72209 2.17277 1.80996
H 3.38015 2.34843 3.44737
H 4.15145 3.18374 2.08440
C 3.77567 2.84617 -6.59704
C 3.58442 3.02445 -5.09183
N 2.53729 2.15382 -4.57657
C 2.87667 1.03965 -3.87006
C 1.99834 0.15737 -3.33106
C 2.54943 -1.07446 -2.59779
O 3.41730 -1.70500 -3.20087
O 2.07309 -1.37792 -1.44863
C 0.59489 0.33182 -3.58792
O -0.31252 -0.34883 -3.09792
C 0.26930 1.41206 -4.51373
C -1.05115 1.54669 -4.92410
C -1.47657 2.68425 -5.53961
F -2.78952 2.74033 -5.88638
C -0.61637 3.77759 -5.72367
C 0.73160 3.56759 -5.46217
C 1.20547 2.38542 -4.87595
N -1.04007 5.12051 -5.96879
C -1.05820 5.79382 -4.65057
C -1.64538 7.19362 -4.68541
N -2.94675 7.15063 -5.35808
C -2.72564 6.73506 -6.74251
C -2.28374 5.28318 -6.72491
H 4.57673 3.49360 -6.95457
H 2.86152 3.08913 -7.13679
H 4.04008 1.81219 -6.81840
H 3.33731 4.06066 -4.85542
H 4.50957 2.77858 -4.57399
H 3.93609 0.87521 -3.71984
H -1.75241 0.75619 -4.68888
H 1.39277 4.40359 -5.64468
H -0.03626 5.82882 -4.27700
H -1.63168 5.19892 -3.93644
H -0.96253 7.88864 -5.19389
H -1.78581 7.52418 -3.65540
H -3.37870 8.06673 -5.33111
H -3.28383 6.63638 -3.33986
H -1.96719 7.36470 -7.22959
H -3.66025 6.81735 -7.29833
H -2.10326 4.93812 -7.74513
H -3.12029 4.70848 -6.31998
O 0.25946 3.53814 -1.76015
C -0.31655 2.71750 -1.04091
O 0.21240 2.02084 -0.12870
C -1.83277 2.60289 -1.29285
C -2.39460 3.75109 -1.70944
C -3.69672 3.81640 -2.28825
C -4.47800 2.62857 -2.34005
C -3.98583 1.48976 -1.81295
C -2.61812 1.36093 -1.23023
O -2.22994 0.30009 -0.76170
N -4.88447 0.34555 -1.76555
O -4.85285 -0.36895 -0.78867
O -5.64606 0.19259 -2.71108
N -4.13483 4.94489 -2.84712
O -3.40752 6.05363 -2.53432
O -5.07855 5.08156 -3.60678
H -1.78792 4.63953 -1.67718
H -5.47926 2.65539 -2.74857
C -0.80508 -3.17401 -2.39142
N -0.39451 -3.90982 -1.19098
C -1.38798 -4.95041 -0.93425
N -1.52371 -5.87995 -2.06298
C -1.90148 -5.09574 -3.24448
N -0.92558 -4.05688 -3.55651
C 0.37816 -4.68650 -3.77670
N 0.81261 -5.46549 -2.61330
C 0.89887 -4.55035 -1.47089
C -0.20585 -6.46945 -2.31942
H -0.06794 -2.41131 -2.61041
H -1.76636 -2.68540 -2.20883
H -2.35595 -4.47633 -0.75166
H -1.09069 -5.51431 -0.04473
H -2.86858 -4.62316 -3.05523
H -1.99072 -5.77046 -4.10093
H 1.12348 -3.91299 -3.97330
H 0.30869 -5.35002 -4.64388
H 1.63613 -3.77558 -1.68192
H 1.20786 -5.11152 -0.58336
H 0.10258 -7.03428 -1.43536
H -0.28833 -7.15379 -3.16889
*
```

Atomic partial charges in e from the Mulliken method, atoms 1 to 6: 3.381 -1.254 2.358 -1.759 -2.349 -0.831

***

Entry 2:
Here is a cluster of 4 separate species, C8H18O14S4Si in total from the Open Molecules 2025 dataset. Energies are from the ωB97M-V functional and the def2-TZVPD basis.

## Properties
- Lowest unoccupied orbital energy: 0.38 eV
- E: -3251.20167 Ha
- SMILES: O=C(O)C[SiH2]S.O=S1(=O)OCCO1.O=S1(=O)OCCO1.O=S1(=O)OCCO1
- Molecular weight: 494.57 g/mol
- Frontier orbital gap: 9.68 eV

```
! wB97M-V def2-TZVPD RIJCOSX def2/J DEFGRID3
* xyz 0 1
O -4.26207 -0.59179 -1.09106
C -3.65671 0.39581 -1.40136
O -3.31886 0.59050 -2.70531
C -3.22118 1.49698 -0.48087
Si -1.37011 1.80579 -0.45693
S -0.20264 0.28469 0.46316
H -2.87043 1.43710 -2.82152
H -3.63528 2.43354 -0.86312
H -3.62156 1.32628 0.51203
H -0.93350 2.00755 -1.84926
H -1.13795 3.04561 0.30853
H -1.10378 -0.68421 0.64216
O -2.06182 3.78207 -3.12926
S -1.85584 4.51893 -4.32833
O -0.58506 5.07830 -4.60033
O -2.99797 5.61914 -4.42480
C -3.72332 5.49931 -5.66163
C -3.65420 4.01512 -5.96899
O -2.31426 3.66270 -5.58365
H -3.22567 6.09939 -6.42362
H -4.73417 5.86085 -5.49930
H -3.77545 3.78208 -7.02224
H -4.36242 3.43835 -5.37302
O 1.42761 -1.93521 1.70023
S 1.79816 -2.88048 0.70448
O 1.60763 -2.59871 -0.66902
O 1.10919 -4.26446 1.09222
C 2.09318 -5.30182 1.25287
C 3.32142 -4.54669 1.71906
O 3.29696 -3.34362 0.92710
H 2.25223 -5.80240 0.29731
H 1.71922 -6.00962 1.98697
H 4.25406 -5.06903 1.53136
H 3.26767 -4.26510 2.76877
O 4.90093 -3.55395 4.29976
S 4.73038 -2.22452 4.77742
O 5.86431 -1.42174 5.05122
O 3.74453 -2.27135 6.02409
C 2.60893 -1.40979 5.80547
C 2.41840 -1.43917 4.29937
O 3.76922 -1.42191 3.80639
H 2.85105 -0.41049 6.16776
H 1.76563 -1.81481 6.35671
H 1.90176 -0.57201 3.90101
H 1.92182 -2.34721 3.95814
*
```

Atomic partial charges in e from the Mulliken method, atoms 1 to 6: -0.574 0.619 -0.474 -0.743 0.517 -0.201

***

Entry 3:
Here is a structure of composition C36H52N3O8P2PbSi from the Open Molecules 2025 dataset. Energies are from the ωB97M-V functional and the def2-TZVPD basis.

## Properties
- Lowest unoccupied orbital energy: -8.70 eV
- Energy relative to the best compared isomer or geometry (same formula, charge and spin): 0.349 eV
- E: -3333.72937 Ha
- Molecular weight: 952.06 g/mol
- Frontier orbital gap: 7.47 eV

```
! wB97M-V def2-TZVPD RIJCOSX def2/J DEFGRID3
* xyz 3 1
Pb 0.05143 -0.06369 1.18146
C 2.40238 2.83860 -3.85846
C 3.41231 2.15077 -2.96448
C 4.36033 1.24989 -3.72883
O 2.64184 1.34431 -1.99888
P 3.03683 1.13883 -0.50569
O 2.18141 0.06876 0.09276
C 2.78849 2.73053 0.35458
P 1.04498 3.24409 0.23546
O 0.13544 2.07510 -0.00617
O 0.90039 4.27890 -0.90884
C 1.41782 5.66866 -0.78331
C 2.18676 5.98076 -2.04751
C 0.23949 6.59098 -0.55855
O 0.72646 4.03237 1.56291
C 0.48254 3.39236 2.84545
C -1.01034 3.40939 3.11577
C 1.29228 4.11943 3.89702
O 4.56729 0.83080 -0.53610
C 5.51807 0.59789 0.56104
C 6.17555 1.90896 0.94670
C 4.88379 -0.10659 1.74596
H 2.91977 3.52142 -4.53116
H 1.68271 3.40063 -3.26429
H 1.86964 2.09876 -4.45683
H 3.98662 2.89431 -2.40198
H 3.80010 0.48321 -4.26507
H 5.06700 0.76805 -3.05653
H 4.91643 1.84411 -4.45296
H 3.42841 3.50346 -0.07496
H 3.05420 2.61082 1.40670
H 2.08176 5.70149 0.08487
H 1.52565 5.92957 -2.91272
H 3.01759 5.28870 -2.19331
H 2.58874 6.99068 -1.97995
H -0.43759 6.55106 -1.41178
H 0.60037 7.61257 -0.44663
H -0.30210 6.31244 0.34434
H 0.82127 2.34782 2.78232
H -1.36045 4.43902 3.18378
H -1.22575 2.90308 4.05649
H -1.54523 2.91099 2.30420
H 0.97896 5.16236 3.94423
H 2.35844 4.09378 3.66972
H 1.12983 3.66492 4.87341
H 6.25994 -0.05282 0.10074
H 5.47924 2.56546 1.47234
H 6.55834 2.42475 0.06657
H 7.01510 1.70634 1.61048
H 4.16491 0.54722 2.24624
H 5.66075 -0.37214 2.46044
H 4.36887 -1.01248 1.42949
C -5.03566 -0.96937 2.33930
N -4.29742 -0.42989 1.19495
C -4.93429 0.08659 0.11541
C -4.26399 0.67850 -0.89976
C -2.84877 0.77883 -0.78614
N -2.22500 0.20369 0.25036
C -2.91838 -0.39657 1.26012
O -2.30877 -0.90868 2.20443
N -2.11045 1.42776 -1.68258
H -6.02810 -1.27498 2.01996
H -5.12745 -0.21362 3.11891
H -4.49510 -1.81721 2.74777
H -6.01300 0.00657 0.11750
H -4.78999 1.09349 -1.74589
H -2.54990 1.92637 -2.43677
H -1.15600 1.65666 -1.43786
O -0.11568 -2.29025 0.08445
Si -0.94462 -3.54257 -0.18433
C -2.65471 -3.98105 0.31801
C -2.85816 -4.50748 1.60038
C -4.14389 -4.75711 2.04612
C -5.23151 -4.48336 1.22653
C -5.03421 -3.94897 -0.04169
C -3.75326 -3.69352 -0.49976
C -0.66836 -4.35841 -2.30987
C -1.73020 -5.03018 -2.93466
C -2.31765 -4.50469 -4.06956
C -1.86734 -3.30204 -4.60164
C -0.82320 -2.62321 -3.98891
C -0.23022 -3.13643 -2.84917
C 0.06536 -5.00744 -1.13246
C -0.47035 -6.18666 -0.51933
C 0.31801 -7.00878 0.25049
C 1.67119 -6.72404 0.42086
C 2.22613 -5.57663 -0.14550
C 1.45442 -4.73942 -0.91367
H -2.01334 -4.72134 2.24620
H -4.29607 -5.17245 3.03342
H -6.23423 -4.69437 1.57369
H -5.88396 -3.74175 -0.67899
H -3.60848 -3.28719 -1.49483
H -2.06699 -5.99391 -2.57931
H -3.11417 -5.04863 -4.55911
H -2.32351 -2.90510 -5.49864
H -0.45328 -1.69894 -4.41166
H 0.57439 -2.58112 -2.38648
H -1.51353 -6.44120 -0.65522
H -0.10545 -7.89416 0.70533
H 2.29877 -7.40069 0.98656
H 3.27734 -5.36138 -0.01060
H 1.90968 -3.87234 -1.36945
*
```

Atomic partial charges in e from the Mulliken method, atoms 1 to 6: 1.677 -1.322 0.790 -1.562 0.149 -0.392